87
Properties=species:S:1:pos:R:3:mulliken_spin:R:1 method="wB97M-V/def2-TZVPD" gap_ev="7.63 / 6.78" e_above_lowest_kcal_mol=30.8 homo_ev="-7.46 / -7.89" multiplicity=2 lumo_energy_ha="0.0062 / -0.0407"
Sc -12.039 -13.078 -9.148 -0.0103
C -9.541 -16.773 -1.211 -0.0003
C -10.191 -16.431 -2.537 0.0006
C -9.599 -15.512 -3.425 0.0002
C -10.174 -15.313 -4.705 0.0004
C -11.456 -15.775 -4.991 -0.0092
C -12.073 -16.684 -4.101 0.0209
C -11.415 -17.043 -2.920 0.0004
S -12.369 -15.153 -6.325 0.0130
O -11.799 -13.864 -6.762 -0.0054
O -13.748 -15.118 -5.938 -0.0003
N -12.229 -16.248 -7.559 0.0395
C -10.914 -16.535 -8.213 0.0022
C -9.998 -15.394 -8.569 -0.0004
O -8.817 -15.481 -8.327 0.0014
O -10.574 -14.318 -9.154 -0.0017
H -9.150 -15.864 -0.739 0.0000
H -8.720 -17.478 -1.369 0.0000
H -10.327 -17.174 -0.568 0.0000
H -8.644 -15.022 -3.143 -0.0001
H -9.684 -14.726 -5.473 0.0008
H -13.061 -17.094 -4.315 -0.0084
H -11.885 -17.764 -2.263 0.0000
H -11.226 -17.018 -9.142 -0.0124
H -10.328 -17.280 -7.644 -0.0009
N -13.808 -14.059 -9.391 0.1309
C -14.679 -14.964 -9.413 0.0536
C -15.890 -14.850 -10.349 0.0191
C -16.424 -13.584 -10.584 -0.0046
C -17.435 -13.431 -11.557 0.0019
C -17.863 -14.549 -12.277 -0.0043
C -17.390 -15.814 -11.995 -0.0004
C -16.423 -15.967 -11.021 -0.0086
C -14.674 -16.216 -8.578 0.2306
C -15.884 -16.808 -8.334 -0.1918
C -16.033 -17.944 -7.560 0.3839
C -14.928 -18.571 -6.986 -0.1024
C -13.685 -18.130 -7.265 0.3348
C -13.413 -16.952 -8.172 0.0222
H -16.046 -12.724 -10.011 0.0009
H -17.768 -12.413 -11.764 0.0002
H -18.635 -14.442 -13.040 -0.0003
H -17.744 -16.706 -12.569 -0.0002
H -16.017 -16.973 -10.795 0.0054
H -16.772 -16.329 -8.716 -0.0037
H -17.018 -18.295 -7.362 0.0210
H -15.061 -19.385 -6.269 0.0003
H -12.785 -18.659 -6.886 0.0044
H -13.003 -17.345 -9.150 0.0755
C -15.036 -11.090 -7.604 0.0021
N -14.119 -10.803 -6.524 0.0000
C -14.708 -10.833 -5.202 0.0002
C -12.800 -10.901 -6.831 -0.0009
O -12.409 -11.581 -7.831 0.0009
N -11.888 -10.260 -6.049 -0.0001
C -10.493 -10.641 -6.284 0.0000
C -12.166 -9.188 -5.123 0.0000
H -16.009 -10.636 -7.356 -0.0001
H -15.220 -12.175 -7.672 -0.0018
H -14.704 -10.660 -8.551 0.0004
H -15.623 -11.455 -5.218 0.0000
H -15.037 -9.810 -4.907 0.0000
H -14.017 -11.251 -4.437 0.0000
H -10.413 -11.709 -6.144 0.0001
H -9.900 -10.132 -5.520 0.0000
H -10.143 -10.357 -7.271 0.0000
H -13.106 -8.728 -5.387 0.0000
H -11.366 -8.432 -5.215 0.0000
H -12.192 -9.510 -4.068 0.0000
S -12.008 -13.859 -12.402 0.0033
C -12.759 -12.442 -12.856 0.0004
N -13.742 -11.859 -12.207 -0.0005
C -14.069 -10.459 -12.522 -0.0002
C -13.465 -10.161 -13.850 0.0001
S -12.269 -11.443 -14.229 0.0001
H -14.102 -12.355 -11.365 -0.0009
H -13.670 -9.792 -11.719 0.0000
H -15.161 -10.310 -12.499 0.0000
H -12.915 -9.186 -13.846 0.0000
H -14.183 -10.106 -14.667 0.0000
F -11.116 -11.441 -10.197 -0.0014
P -9.983 -9.912 -10.351 -0.0001
F -9.083 -8.619 -10.524 0.0000
F -10.844 -9.265 -9.125 0.0000
F -8.968 -10.540 -9.228 0.0000
F -11.109 -9.384 -11.430 0.0000
F -9.195 -10.777 -11.486 0.0000

***

20
Properties=species:S:1:pos:R:3:mulliken_charge:R:1 method="wB97M-V/def2-TZVPD" gap_ev=9.48 e_above_lowest_kcal_mol=5.8 homo_ev=-8.48 smiles=CCSC.CC multiplicity=1 lumo_energy_ha=0.0367
C 0.590 1.143 -1.727 -1.2248
C 0.774 1.057 -0.243 -0.4558
S 1.603 -0.474 0.286 -0.0740
C 1.723 -0.072 2.014 -0.8272
H 0.097 2.060 -2.067 0.3477
H -0.070 0.356 -2.115 0.3051
H 1.535 1.113 -2.285 0.3615
H 1.434 1.837 0.154 0.3638
H -0.141 1.169 0.330 0.3815
H 2.176 0.894 2.220 0.2737
H 0.746 -0.129 2.494 0.2574
H 2.327 -0.834 2.490 0.3188
C -2.677 -0.017 -0.673 -0.2372
C -3.126 -1.353 -0.058 -0.9511
H -1.610 0.097 -0.550 -0.3342
H -2.866 0.007 -1.751 0.3157
H -3.270 0.780 -0.215 0.3221
H -2.618 -2.166 -0.581 0.2808
H -4.205 -1.508 -0.120 0.3172
H -2.801 -1.367 0.987 0.2592

***

110
Properties=species:S:1:pos:R:3:mulliken_spin:R:1 method="wB97M-V/def2-TZVPD" gap_ev="6.35 / 5.35" e_above_lowest_kcal_mol=51.0 homo_ev="-9.19 / -9.10" charge=+1 multiplicity=4 lumo_energy_ha="-0.1043 / -0.1380"
Mo 1.008 1.504 0.752 1.6937
C 4.281 1.985 1.130 0.0236
C 4.369 0.951 2.271 -0.0034
C 4.961 -0.428 1.883 0.0013
C 3.048 0.840 3.013 -0.0179
C 2.931 0.523 4.383 0.0124
C 1.559 0.355 4.677 0.0375
C 1.062 0.064 6.087 -0.0010
C -0.369 0.456 6.480 0.0012
C 1.251 -1.419 6.425 0.0029
N 0.894 0.563 3.548 0.0731
N 1.816 0.951 2.542 0.0241
B -0.485 0.070 3.165 -0.0997
N -1.280 1.199 2.494 0.0178
N -0.991 1.513 1.186 0.1222
C -2.098 1.927 0.527 -0.0883
C -3.116 2.018 1.487 0.0134
C -2.580 1.544 2.703 0.0226
C -3.162 1.690 4.071 0.0012
C -2.706 3.040 4.618 0.0003
C -4.696 1.548 4.103 0.0013
C -2.142 1.958 -1.006 0.0483
C -2.147 0.533 -1.559 -0.0087
C -3.437 2.594 -1.551 -0.0014
N -0.300 -1.076 2.155 0.0268
N 0.237 -0.752 0.910 -0.0897
C 0.333 -1.918 0.217 0.0110
C 0.091 -2.970 1.134 0.0008
C -0.371 -2.420 2.306 0.0109
C -0.865 -3.117 3.581 -0.0017
C -2.323 -3.598 3.360 0.0003
C 0.138 -4.215 3.891 0.0002
C 0.601 -2.026 -1.270 -0.0014
C 1.754 -3.002 -1.535 0.0015
C -0.521 -2.612 -2.189 0.0020
H 5.184 2.045 0.545 -0.0005
H 4.021 3.012 1.460 0.0013
H 3.472 1.685 0.483 -0.0118
H 5.131 1.386 2.977 0.0001
H 4.330 -1.077 1.231 0.0003
H 5.243 -0.959 2.779 0.0000
H 5.916 -0.303 1.342 -0.0003
H 3.796 0.299 5.033 0.0011
H 1.776 0.576 6.724 0.0011
H -1.092 -0.324 6.232 0.0000
H -0.700 1.396 6.007 -0.0003
H -0.465 0.514 7.590 0.0000
H 0.739 -2.101 5.735 -0.0006
H 0.796 -1.679 7.401 0.0003
H 2.305 -1.661 6.418 -0.0003
H -1.143 -0.443 4.107 -0.0006
H -4.107 2.457 1.275 0.0004
H -2.754 0.948 4.728 0.0005
H -2.969 3.865 3.931 -0.0003
H -1.591 3.128 4.858 0.0004
H -3.213 3.190 5.596 0.0002
H -5.199 2.251 3.458 0.0000
H -5.114 1.758 5.081 0.0002
H -4.991 0.506 3.902 -0.0003
H -1.247 2.527 -1.385 0.0025
H -2.986 -0.028 -1.125 -0.0011
H -1.180 0.058 -1.315 0.0177
H -2.292 0.546 -2.633 -0.0010
H -4.242 1.902 -1.332 0.0002
H -3.428 2.665 -2.643 0.0005
H -3.619 3.567 -1.045 0.0005
H 0.055 -4.057 0.970 0.0003
H -0.913 -2.380 4.427 -0.0005
H -2.341 -4.482 2.684 0.0000
H -2.986 -2.824 2.865 0.0000
H -2.860 -3.864 4.310 0.0001
H 0.241 -4.902 3.024 -0.0001
H -0.177 -4.789 4.777 0.0000
H 1.121 -3.733 4.088 0.0000
H 0.956 -1.039 -1.593 0.0032
H 1.505 -3.978 -1.193 -0.0001
H 2.674 -2.703 -1.007 -0.0003
H 1.934 -3.131 -2.617 0.0001
H -0.515 -3.720 -2.250 0.0001
H -0.350 -2.291 -3.237 0.0002
H -1.537 -2.313 -1.877 -0.0001
C 0.100 1.893 -9.209 -0.0007
C -0.128 0.602 -8.410 -0.0027
O 0.831 -0.053 -7.998 0.0535
C -1.540 0.077 -8.229 0.1678
C -2.513 0.660 -8.985 -0.0687
C -3.794 0.064 -9.174 0.3198
C -4.176 -1.012 -8.390 -0.0983
C -3.344 -1.439 -7.397 0.2634
C -1.961 -0.978 -7.225 0.0164
O -1.274 -1.404 -6.275 0.3295
H 0.200 2.789 -8.579 -0.0008
H -0.617 2.141 -9.958 0.0006
H 1.014 1.801 -9.789 0.0000
H -2.401 1.686 -9.397 0.0013
H -4.504 0.483 -9.911 0.0136
H -5.190 -1.456 -8.548 -0.0007
H -3.609 -2.131 -6.577 0.0056
S 1.129 4.829 0.083 0.3282
C 1.299 3.282 0.345 -0.2392
N 5.365 1.964 -3.949 -0.0003
C 4.745 0.854 -3.537 0.0001
N 5.397 -0.316 -3.760 -0.0003
N 3.568 0.953 -2.920 -0.0015
C 2.913 0.817 -1.880 -0.0119
N 2.058 0.896 -0.993 0.0752
H 6.223 1.882 -4.498 0.0000
H 4.945 2.834 -3.885 0.0000
H 6.267 -0.302 -4.323 0.0000
H 5.066 -1.192 -3.404 0.0000